Entry 1:
This record from OMol25 describes a cluster of 2 separate species, C6H6 in total. The level of theory is ωB97M-V/def2-TZVPD.

Output
- Kohn-Sham gap (Eh) = 0.3697
- LUMO (eV) = 0.868
- net charge = 0
- structure (SMILES) = CC1=C=C1.C#C

```
12
Properties=species:S:1:pos:R:3:forces:R:3
C -1.478159 2.197945 2.142826 3.0715 -0.1894 0.2697
C 1.675092 0.228042 -0.281609 -0.9031 -1.4063 -2.3573
C 1.511438 -0.089627 -1.709709 -1.0846 -1.3055 6.0780
C -0.320250 2.004439 1.768465 -3.5923 0.2279 0.0447
C 0.803686 -0.813526 -0.812886 0.3409 2.4249 -0.2005
C -0.319279 -1.783343 -0.649899 2.1403 0.7820 0.7439
H -2.216380 2.426892 2.867826 -0.5691 0.0640 -0.1475
H 1.716122 0.030739 -2.680429 0.8696 0.7511 -3.3994
H 0.400086 1.683161 1.071692 1.0974 -0.0914 -0.0901
H -0.572160 -2.037670 -1.640600 -0.2605 -1.6812 -0.8272
H -1.196112 -1.396519 -0.227204 -1.1211 1.4585 0.6634
H -0.004084 -2.450533 0.151527 0.0108 -1.0346 -0.7778
```
Positions in Å, forces in eV/Å.

Entry 2:
This record from OMol25 describes a structure of composition C5H6N2O2S. The level of theory is ωB97M-V/def2-TZVPD.

Output
- Kohn-Sham gap (Eh) = 0.2973
- LUMO (eV) = -0.821
- net charge = 0

```
16
Properties=species:S:1:pos:R:3:forces:R:3
C -1.373743 1.834286 -0.157460 0.6262 1.2784 -1.0316
C -1.797699 0.518076 0.219247 1.7938 -0.5088 0.1112
C -0.021768 1.801778 -0.437389 0.5232 1.4975 -0.0856
C -0.614178 -0.230602 0.135733 -2.8486 -1.6395 1.0425
C -0.288585 -1.656098 0.565343 1.1210 1.6072 0.1612
N 0.388626 0.527636 -0.301702 1.9451 -0.7911 0.0816
N 0.864312 -2.153403 -0.179915 1.5637 2.8898 0.4793
O 2.783869 -0.036451 -1.328463 -1.4822 0.2919 1.8347
O 2.470554 0.157684 1.165420 0.0904 0.1370 0.2254
S 1.964562 -0.150199 -0.124608 -1.0910 -3.3635 -2.3870
H -1.849054 2.769655 -0.481893 -0.5722 -0.6774 0.8649
H -2.709652 0.116325 0.676902 0.3212 0.5051 -0.6407
H 0.782534 2.529774 -0.638575 -1.1523 -0.0997 -0.2019
H -0.102167 -1.652049 1.648575 0.3280 -0.1729 -0.2649
H -1.115371 -2.280556 0.418370 -1.3558 -1.0204 -0.4568
H 0.617767 -2.095860 -1.179592 0.1895 0.0663 0.2677
```
Positions in Å, forces in eV/Å.

Entry 3:
This record from OMol25 describes a structure of composition C28H33FN3O3S3Sn. The level of theory is ωB97M-V/def2-TZVPD.

Output
- Kohn-Sham gap (Eh) = 0.2123
- LUMO (eV) = -3.368
- net charge = +1

```
72
Properties=species:S:1:pos:R:3:forces:R:3
Sn -2.884377 0.539105 -1.317819 -0.2113 0.2368 -0.9086
C -5.227950 -1.004876 -2.817038 -0.3705 -0.1755 -0.4375
C -5.356254 0.379676 -2.792943 -0.5352 -0.6341 -0.0941
C -4.239114 0.921143 -3.483270 1.0650 0.2884 1.9021
C -3.387426 -0.221461 -3.928721 0.2883 0.0632 0.6527
C -4.013349 -1.368992 -3.500596 -0.4116 -0.1122 -0.2556
C -3.603829 -2.787393 -3.741067 0.1172 0.0127 0.0427
C -2.180245 -0.047417 -4.795423 -0.0759 -0.0675 -0.0405
C -4.018558 2.350548 -3.857212 -0.1424 -0.0805 -0.4374
C -6.494086 1.147292 -2.189713 0.1262 0.2376 -0.0668
C -6.240204 -2.017287 -2.372956 0.1549 -0.0012 -0.0061
H -4.370069 -3.325093 -4.303660 -0.0136 0.0139 0.0001
H -3.458056 -3.326347 -2.801346 -0.0029 0.0011 -0.0008
H -2.674471 -2.847872 -4.305782 0.0015 -0.0030 0.0081
H -2.451341 0.451114 -5.729550 -0.0061 -0.0236 -0.0232
H -1.732460 -1.007325 -5.047708 -0.0100 -0.0043 0.0104
H -1.418105 0.571821 -4.326100 -0.0009 0.0498 -0.0653
H -4.296183 2.500911 -4.906567 -0.0597 0.0103 0.0181
H -2.971209 2.626869 -3.758786 -0.0119 0.0078 -0.0403
H -4.622571 3.023202 -3.249686 -0.0277 -0.0239 -0.0006
H -7.067762 1.681020 -2.950854 -0.0081 -0.0114 -0.0071
H -6.148780 1.893077 -1.468645 0.0027 0.0030 -0.0033
H -7.178346 0.487047 -1.663455 0.0118 -0.0190 0.0056
H -6.714538 -2.474327 -3.245719 -0.0287 0.0236 -0.0087
H -7.023276 -1.579876 -1.758547 0.0152 -0.0070 0.0350
H -5.780407 -2.830561 -1.807683 -0.0091 0.0244 0.0349
S -3.131299 -1.483677 2.621702 0.0189 0.2226 0.1081
C -3.334027 -0.609427 1.245744 -0.1591 -0.6676 0.0631
S -3.118682 1.104238 1.117712 0.1831 0.4283 -0.2942
S -3.855640 -1.466324 -0.203878 0.2281 0.3443 -0.3661
F 0.839117 -1.939629 3.652979 -0.0341 -0.0147 -0.0364
C 1.306857 -1.094326 2.712839 0.0298 -0.0427 0.0100
C 0.525037 -0.826171 1.629869 0.0138 -0.0334 -0.0388
C 1.002862 0.021448 0.625674 -0.0053 -0.0632 -0.0324
C 0.157749 0.338338 -0.511993 -0.1037 -0.0671 0.2257
O -0.915656 -0.293009 -0.671301 -0.1087 -0.1507 -0.0692
C 0.612130 1.367649 -1.367960 0.1370 0.0051 0.0838
C 1.878446 1.842922 -1.221730 -0.0244 -0.0170 -0.0829
N 2.725860 1.452214 -0.245645 -0.0034 -0.1697 0.0873
C 4.085026 1.948437 -0.241930 -0.0424 0.0576 0.0548
C 4.858318 1.881648 -1.520508 0.0587 0.0359 -0.0483
C 5.198356 0.953307 -0.394038 0.0196 -0.0244 -0.0219
C 2.276393 0.585596 0.745532 0.0806 0.1295 -0.0625
C 3.053591 0.307667 1.875633 -0.0315 0.0040 -0.0088
C 2.585768 -0.531558 2.872229 0.0187 0.0745 0.0995
N 3.385489 -0.739692 4.026497 0.0504 -0.0296 -0.1164
C 2.843666 -1.400383 5.212049 -0.0032 0.0564 0.0144
C 3.871092 -1.262202 6.345573 -0.0328 0.0369 0.0214
N 4.693764 -0.036024 6.067505 -0.0204 -0.0543 -0.0611
C 5.599013 -0.281220 4.886092 0.0362 0.0227 0.0252
C 4.792638 -1.063819 3.844616 -0.0484 -0.0804 0.0033
C -0.280860 1.895927 -2.447665 -0.1964 0.0769 0.1750
O 0.179086 2.198268 -3.525901 0.0599 0.2078 -0.0952
O -1.525849 2.017865 -2.080494 0.0630 -0.0887 -0.0332
H -0.461442 -1.268645 1.549525 -0.0100 0.0139 -0.0025
H 2.265902 2.571933 -1.921251 0.0012 -0.0318 -0.0322
H 4.241227 2.809330 0.397315 -0.0046 -0.0195 0.0315
H 5.530862 2.699542 -1.732589 -0.0126 0.0158 0.0039
H 4.368006 1.465004 -2.389014 -0.0139 -0.0383 0.0209
H 6.113620 1.123386 0.156111 -0.0071 0.0234 0.0117
H 4.915110 -0.084994 -0.502408 -0.0205 0.0045 -0.0246
H 4.016112 0.785201 1.983151 -0.0065 0.0271 0.0208
H 2.631353 -2.462485 5.066558 0.0293 0.0012 0.0088
H 1.914618 -0.909853 5.495027 -0.0116 -0.0243 -0.0038
H 4.566387 -2.097658 6.393323 0.0159 0.0088 -0.0037
H 3.387093 -1.155461 7.313053 0.0150 0.0234 0.0025
H 5.225975 0.263705 6.883363 0.0056 -0.0371 0.0041
H 4.049212 0.715600 5.811824 0.0175 0.0156 0.0160
H 6.466927 -0.835675 5.237877 -0.0087 0.0151 0.0441
H 5.919536 0.692987 4.522075 -0.0239 0.0038 -0.0011
H 4.961071 -2.141639 3.957082 0.0216 -0.0004 -0.0020
H 5.133150 -0.792341 2.850620 -0.0279 -0.0098 -0.0124
```
Positions in Å, forces in eV/Å.

no.,largest force on an atom (eV/Å)
1,6.31
2,4.27
3,2.20